1.
The following is a quantum chemistry calculation of a structure of composition C3H7NO2 in a non-equilibrium geometry, from the Open Molecules 2025 dataset.

Geometry (Å):
C  -0.721  -1.423  0.790
C  -0.921  0.350  -1.091
C  1.309  0.247  0.167
N  0.191  -0.427  -0.468
O  -1.883  -1.422  0.610
O  1.042  1.077  1.210
H  -0.029  -2.025  1.379
H  -1.269  -0.326  -1.824
H  -1.536  0.700  -0.296
H  -0.489  1.150  -1.567
H  1.848  0.623  -0.599
H  1.884  -0.464  0.674
H  0.573  1.939  1.015

Calculated values
- Highest occupied orbital energy: -8.98 eV

---

2.
The following is a quantum chemistry calculation of a structure of composition C35H35BrIN3P2ReS, from the Open Molecules 2025 dataset.

Geometry (Å):
Re  -0.287  -0.161  -0.451
C  3.176  0.505  2.340
N  1.906  0.341  1.580
P  1.190  1.495  0.591
C  2.071  1.726  -0.938
C  3.455  1.898  -1.041
C  4.039  1.972  -2.296
C  3.260  1.869  -3.447
C  1.883  1.716  -3.361
C  1.291  1.659  -2.107
C  0.766  2.944  1.470
C  0.228  2.838  2.764
C  -0.083  3.987  3.461
C  0.131  5.235  2.873
C  0.648  5.342  1.588
C  0.966  4.199  0.875
P  1.045  -1.072  1.386
C  -0.028  -1.494  2.732
C  0.207  -0.982  4.010
C  -0.592  -1.392  5.069
C  -1.610  -2.311  4.855
C  -1.836  -2.835  3.583
C  -1.047  -2.431  2.520
C  2.099  -2.387  0.889
C  2.022  -3.650  1.496
C  2.904  -4.644  1.109
C  3.848  -4.389  0.122
C  3.925  -3.137  -0.492
C  3.056  -2.136  -0.113
H  3.152  1.457  2.869
H  4.026  0.464  1.661
H  3.267  -0.299  3.067
H  4.073  1.989  -0.157
H  5.106  2.123  -2.384
H  3.733  1.941  -4.418
H  1.273  1.688  -4.255
H  0.193  1.697  -2.071
H  0.066  1.867  3.221
H  -0.485  3.927  4.463
H  -0.104  6.132  3.431
H  0.814  6.316  1.150
H  1.384  4.279  -0.121
H  1.006  -0.273  4.189
H  -0.412  -1.007  6.064
H  -2.221  -2.639  5.686
H  -2.606  -3.582  3.440
H  -1.176  -2.904  1.547
H  1.297  -3.846  2.276
H  2.866  -5.615  1.583
H  4.540  -5.168  -0.169
H  4.674  -2.953  -1.250
H  3.130  -1.155  -0.575
S  -2.024  1.079  0.313
C  -3.581  0.195  0.201
N  -4.539  0.818  -0.443
C  -5.930  0.299  -0.500
C  -5.889  -1.212  -0.365
C  -5.100  -1.604  0.869
N  -3.768  -0.948  0.818
H  -4.334  1.709  -0.873
H  -6.346  0.612  -1.454
H  -6.499  0.773  0.300
H  -5.444  -1.657  -1.257
H  -6.904  -1.599  -0.284
H  -4.932  -2.677  0.925
H  -5.596  -1.278  1.784
H  -3.025  -1.296  1.410
Br  2.244  -2.192  -4.721
C  0.827  -1.002  -4.989
C  0.777  -0.235  -6.156
C  -0.264  0.654  -6.370
C  -1.283  0.803  -5.435
C  -1.269  0.045  -4.273
C  -0.211  -0.832  -4.086
I  -0.227  -2.073  -2.359
H  1.558  -0.353  -6.896
H  -0.286  1.228  -7.287
H  -2.098  1.488  -5.626
H  -2.081  0.113  -3.559

Calculated values
- Highest occupied orbital energy (alpha / beta): -18.97 / -18.97 eV
- Total charge: +4
- 2S+1: 4

---

3.
The following is a quantum chemistry calculation of a structure of composition C15H23AgIN3O2PS in a non-equilibrium geometry, from the Open Molecules 2025 dataset.

Geometry (Å):
C  3.638  -2.572  0.692
C  2.322  -1.886  0.295
C  1.959  -0.765  1.301
I  0.648  -1.534  2.807
C  1.380  0.457  0.635
C  0.105  0.362  -0.068
P  -0.817  -1.182  0.049
C  -2.338  -0.979  1.207
C  -1.520  -1.749  -1.595
C  -2.049  -3.260  -1.640
C  -0.380  1.446  -0.769
C  -1.659  1.465  -1.564
N  -2.801  1.121  -0.737
C  -4.100  1.324  -1.408
C  0.345  2.657  -0.728
N  0.004  3.822  -1.308
S  1.129  4.868  -0.958
N  2.129  3.965  -0.072
C  1.559  2.762  -0.026
C  2.093  1.635  0.659
C  3.427  1.841  1.346
O  3.296  2.498  2.575
O  2.624  1.622  3.482
H  4.036  -3.100  -0.166
H  3.519  -3.243  1.534
H  4.370  -1.800  0.910
H  1.524  -2.619  0.201
H  2.510  -1.422  -0.671
H  2.866  -0.533  1.828
H  -2.271  -1.640  2.111
H  -3.277  -1.119  0.662
H  -2.372  0.030  1.592
H  -2.370  -1.134  -1.865
H  -0.790  -1.670  -2.396
H  -3.103  -3.219  -1.208
H  -2.216  -3.527  -2.673
H  -1.359  -3.973  -1.126
H  -1.769  2.450  -2.014
H  -1.542  0.778  -2.401
H  -2.745  1.657  0.117
H  -4.636  0.376  -1.448
H  -4.708  2.000  -0.819
H  -3.992  1.692  -2.422
H  4.017  0.931  1.419
H  3.997  2.527  0.727
H  1.694  1.853  3.353
Ag  -2.376  -3.215  0.585

Calculated values
- Highest occupied orbital energy (alpha / beta): -15.04 / -15.04 eV
- Total charge: +2
- 2S+1: 2